Record 1
Below is a 4-piece molecular cluster, C21H33N3O3 overall in a non-equilibrium geometry, with properties calculated with ωB97M-V/def2-TZVPD.

The total energy is -1209.83877 a.u. For the molar mass, the calculation gives 375.51 g/mol. As for the frontier orbital gap: 0.328 Eh. The charge is 0. The relative energy (zero: lowest compared OMol25 entry of this formula, charge and spin) is 140.34 kcal per mole. The SMILES is CO[C@H](C)[C@@H](CCO)OCCc1cccc(C)c1.CC#N.CC#N.CC#N.

The geometry in XYZ format:
```
60
C21H33N3O3 ωB97M-V/def2-TZVPD
C 3.8027 1.8130 1.3219
O 3.6185 0.7744 2.2804
C 3.3461 -0.4939 1.6498
C 4.3163 -0.7607 0.4434
C 1.7972 -0.6186 1.2738
C 1.5833 -1.8889 0.3689
C 1.5026 -1.3652 -1.1345
O 1.8784 -2.3690 -2.0879
O 1.1118 -0.6301 2.5200
C -0.3062 -0.7308 2.3940
C -0.9867 0.3587 1.4926
C -2.5238 0.0302 1.3818
C -3.2061 -1.0217 2.1110
C -4.6527 -1.2811 1.9962
C -5.4244 -0.4232 1.1145
C -4.7499 0.6190 0.3536
C -5.6139 1.5212 -0.5926
C -3.3146 0.8676 0.4535
H 4.8516 1.8530 0.9038
H 3.6708 2.7833 1.8785
H 3.0481 1.8249 0.4944
H 3.5187 -1.2683 2.4497
H 4.1008 -0.1734 -0.4789
H 4.3478 -1.8531 0.1723
H 5.3569 -0.5341 0.8171
H 1.5899 0.2996 0.6465
H 2.4043 -2.6522 0.4484
H 0.6272 -2.4392 0.5406
H 2.1476 -0.4500 -1.2646
H 0.4437 -0.9937 -1.2803
H 2.0928 -1.8647 -2.8933
H -0.6459 -1.7658 2.0974
H -0.7219 -0.5870 3.4327
H -0.6080 0.3480 0.4323
H -0.8948 1.3814 1.9352
H -2.6616 -1.6860 2.8186
H -5.1319 -2.1074 2.5757
H -6.5216 -0.5559 1.0111
H -5.3271 2.5980 -0.4573
H -6.6903 1.4533 -0.2824
H -5.4930 1.1903 -1.6619
H -2.8151 1.6661 -0.1500
C 6.1342 2.3597 -2.4606
C 4.7078 1.9644 -2.5057
N 3.6022 1.6576 -2.5381
H 6.4096 2.8571 -3.3899
H 6.3026 3.0417 -1.6277
H 6.7586 1.4764 -2.3300
C 2.4210 -5.3670 -0.8796
C 1.7288 -6.2042 0.1281
N 1.1926 -6.8522 0.9091
H 2.6444 -5.9617 -1.7648
H 1.7869 -4.5289 -1.1654
H 3.3525 -4.9824 -0.4650
C -6.4578 5.2423 -2.6173
C -7.1525 4.3855 -1.6288
N -7.6905 3.7216 -0.8636
H -6.2382 4.6667 -3.5159
H -7.0902 6.0890 -2.8820
H -5.5245 5.6130 -2.1944
```

***

Record 2
Below is C16H40F2K2NO12S2 as an isolated structure in a non-equilibrium geometry, with properties calculated with ωB97M-V/def2-TZVPD.

The total energy is -3786.85052 a.u. For the molar mass, the calculation gives 618.82 g/mol. As for the frontier orbital gap: 0.230 Eh. The charge is +1. The relative energy (zero: lowest compared OMol25 entry of this formula, charge and spin) is 0.00 kcal per mole.

The geometry in XYZ format:
```
75
C16H40F2K2NO12S2 ωB97M-V/def2-TZVPD
K -1.2523 -0.2210 4.7428
K -4.4659 0.2538 2.8603
N -1.8474 1.1236 2.4642
S -0.8363 0.4244 1.3122
O 0.4807 0.9748 1.1812
O -1.4399 -0.1509 0.1499
F -0.4854 -0.9436 2.1993
S -1.6971 2.5434 1.9101
O -2.2596 2.7846 0.6242
O -0.6228 3.3653 2.3706
F -2.9660 2.9964 2.8621
C -2.7717 -2.6372 -2.0384
O -3.0578 -2.6246 -3.4216
C -2.6481 -3.8341 -4.0320
C -2.5349 -3.6229 -5.5394
O -1.2202 -3.4425 -6.0093
C -0.6267 -2.2243 -5.5302
H -2.9506 -1.6214 -1.6811
H -1.7221 -2.8168 -1.7751
H -3.3871 -3.3873 -1.5302
H -3.3338 -4.6642 -3.8299
H -1.6653 -4.2296 -3.7440
H -3.1529 -2.7575 -5.8142
H -2.9731 -4.4517 -6.0964
H -0.1385 -2.4536 -4.5795
H -1.3668 -1.4503 -5.3168
H 0.0615 -1.9309 -6.3151
C -4.5544 0.9062 -5.9828
O -4.0605 1.4823 -4.8098
C -3.7899 0.5543 -3.7862
C -2.9055 1.1739 -2.7200
O -1.6238 1.4811 -3.2018
C -0.4918 1.0752 -2.4710
H -4.6615 1.6576 -6.7648
H -5.5527 0.4908 -5.7778
H -3.8688 0.1445 -6.3781
H -3.2496 -0.2980 -4.2126
H -4.7474 0.1789 -3.4107
H -2.8854 0.5994 -1.7944
H -3.4248 2.1174 -2.5024
H 0.3032 1.6801 -2.9208
H -0.2752 0.0113 -2.5956
H -0.4494 1.4438 -1.4435
C 3.4289 4.0560 0.8925
O 4.4097 3.0474 0.8424
C 3.8651 1.7491 0.9274
C 4.9458 0.7222 1.1307
O 5.3172 0.5249 2.4940
C 5.8895 1.6376 3.1351
H 2.7002 3.9049 0.0836
H 3.8900 5.0155 0.6639
H 2.9525 4.0561 1.8785
H 3.2446 1.5607 0.0434
H 3.1578 1.7204 1.7660
H 5.8525 1.0491 0.6131
H 4.6241 -0.2636 0.8038
H 6.3005 1.2471 4.0656
H 5.1640 2.4213 3.3764
H 6.7025 2.1566 2.6190
C 1.9513 1.9255 5.1613
O 1.3247 0.6449 5.1035
C 2.2597 -0.3483 4.6072
C 1.8446 -1.7184 5.1617
O 0.6405 -2.1536 4.5629
C 0.1934 -3.4332 4.9961
H 1.1587 2.5800 5.5379
H 2.2280 2.3064 4.1738
H 2.7975 1.9346 5.8505
H 3.3034 -0.1966 4.8869
H 2.2333 -0.3512 3.5153
H 1.6907 -1.6563 6.2453
H 2.6163 -2.4685 4.9548
H 0.4655 -3.6280 6.0391
H 0.8079 -4.2075 4.5175
H -0.8430 -3.5360 4.6993
```

***

Record 3
Below is one molecule with the formula C4H3F4I in a non-equilibrium geometry, with properties calculated with ωB97M-V/def2-TZVPD.

The total energy is -851.33407 a.u. For the molar mass, the calculation gives 253.96 g/mol. As for the frontier orbital gap: 0.365 Eh. The charge is 0. The relative energy (zero: lowest compared OMol25 entry of this formula, charge and spin) is 0.00 kcal per mole. The SMILES is C=C(C(F)F)C(F)(F)I.

The geometry in XYZ format:
```
12
C4H3F4I ωB97M-V/def2-TZVPD
C -1.0533 -1.2174 0.0348
C -0.2210 -0.1868 0.0475
C -0.4881 1.2251 0.4546
F -1.1739 1.9025 -0.4761
F -1.2731 1.1978 1.5244
C 1.1453 -0.3586 -0.5938
F 1.2077 -1.5210 -1.3040
F 1.3470 0.5811 -1.5077
I 2.8579 -0.3214 0.7567
H -0.6379 -2.2021 -0.3247
H -1.9650 -1.0344 0.5468
H 0.2542 1.9353 0.8415
```

***

Record 4
Below is a 2-piece molecular cluster, C6H14N2 overall, with properties calculated with ωB97M-V/def2-TZVPD.

The total energy is -346.46974 a.u. For the molar mass, the calculation gives 114.19 g/mol. As for the frontier orbital gap: 0.367 Eh. The charge is 0. The relative energy (zero: lowest compared OMol25 entry of this formula, charge and spin) is 36.03 kcal per mole. The SMILES is C/C=C/C.C/N=C\N.

The geometry in XYZ format:
```
22
C6H14N2 ωB97M-V/def2-TZVPD
C -1.4998 2.3574 1.5776
C -1.2669 2.2687 0.0991
C -1.5055 1.1941 -0.6376
C -1.2018 1.0818 -2.1004
H -0.5534 2.5371 2.0989
H -2.1566 3.1918 1.8351
H -1.9343 1.4315 1.9564
H -0.8618 3.1543 -0.3864
H -1.9035 0.3203 -0.1267
H -0.8938 2.0444 -2.5052
H -2.0706 0.7341 -2.6593
H -0.3926 0.3661 -2.2497
C 1.6929 -0.3880 0.9303
N 1.6105 -1.0333 -0.3833
C 1.2567 -2.2291 -0.4617
N 0.9101 -3.0766 0.6654
H 0.7403 0.0920 1.1370
H 2.4682 0.3682 0.8665
H 1.8726 -1.1019 1.7279
H 1.1904 -2.7180 -1.4331
H -0.0190 -3.4577 0.4972
H 1.5120 -3.8982 0.6247
```

***

Record 5
Below is C34H48BrClF2IO7PS as an isolated structure in a non-equilibrium geometry, with properties calculated with ωB97M-V/def2-TZVPD.

The total energy is -6121.68854 a.u. For the molar mass, the calculation gives 912.05 g/mol. As for the frontier orbital gap: 0.274 Eh. The charge is 0.

The geometry in XYZ format:
```
96
C34H48BrClF2IO7PS ωB97M-V/def2-TZVPD
C -0.2337 3.9598 2.8741
C -1.0402 2.9369 3.8651
P -2.8577 2.5971 3.4031
C -3.5940 4.3408 2.9453
C -2.9992 1.5853 1.7416
O -2.1192 2.2618 0.8096
S -2.1229 1.4987 -0.7536
O -3.3078 1.9494 -1.6395
O -0.8622 2.1793 -1.4193
C -1.9492 -0.4022 -0.6111
C -3.2698 -1.0163 -1.3053
C -4.7482 -0.7106 -0.7020
C -5.4894 -2.0474 -0.0196
O -5.6807 -0.3350 -1.8206
C -0.6093 -0.8217 -1.4705
C -0.7132 -0.9737 -3.0819
C -1.1928 0.3101 -3.9557
Cl -1.4515 -2.6169 -3.6706
C -1.7235 -0.7933 1.0098
C -0.2231 -0.2298 1.4458
C 0.9430 -1.3615 1.5693
C 2.3895 -0.5497 1.7808
C 3.6391 -1.4431 1.1712
C 5.0264 -0.5675 1.1062
O 6.0227 -1.1253 0.1581
C 6.3225 -0.1716 -0.9249
C 5.2512 -0.0431 -2.1882
O 7.4247 0.5952 -0.9811
C -2.0093 -2.3459 1.3881
C -1.3861 -3.5650 0.5605
O -1.5990 -3.9745 -0.6905
I 0.0577 -4.9247 1.6070
C -2.8360 0.0052 1.9725
Br -2.5714 -0.2463 3.9721
H 0.8689 4.0562 3.3221
H -0.0881 3.5804 1.7729
H -0.6723 5.0681 2.9330
H -0.4669 1.9022 4.0222
H -1.0557 3.4307 4.9519
H -4.7639 4.3178 2.8305
H -3.1352 4.6615 1.8936
H -3.2794 5.1550 3.7396
H -4.1181 1.7931 1.3819
H -3.3344 -0.5519 -2.4067
H -3.2499 -2.1915 -1.5165
H -4.8055 0.2370 0.0230
H -5.8602 -1.7647 1.0607
H -4.7459 -2.9814 -0.0170
H -6.4061 -2.3727 -0.6909
H -5.8175 -1.1540 -2.4155
H 0.3198 -0.0869 -1.2978
H -0.1336 -1.8653 -1.1293
H 0.4298 -1.1211 -3.4191
H -0.3842 1.1726 -3.7950
H -2.2235 0.7802 -3.6987
H -1.1027 0.0011 -5.1040
H 0.1774 0.6380 0.7292
H -0.2160 0.3262 2.5028
H 0.7794 -1.9690 2.5603
H 1.0427 -2.1073 0.6791
H 2.3204 0.4466 1.1595
H 2.5755 -0.3804 2.9272
H 3.8625 -2.3835 1.8576
H 3.3363 -1.8321 0.1056
H 5.5609 -0.5096 2.1548
H 4.7742 0.5276 0.7038
H 4.2161 0.3352 -1.7307
H 5.6363 0.7451 -2.9888
H 5.1531 -1.1145 -2.6486
H -1.6273 -2.5098 2.5094
H -3.1892 -2.5133 1.4671
H -3.9199 -0.4888 1.8705
F -3.3986 0.7301 -5.4349
C -3.6505 1.7258 -6.2950
C -4.1898 1.4322 -7.5426
C -4.4569 2.4690 -8.4365
C -4.1713 3.7883 -8.0765
C -3.6253 4.0724 -6.8238
C -3.3688 3.0364 -5.9260
H -4.3973 0.4007 -7.8080
H -4.8857 2.2507 -9.4114
H -4.3756 4.5963 -8.7758
H -3.4000 5.0996 -6.5474
H -2.9529 3.2401 -4.9448
F 5.2541 -1.5919 4.6084
C 6.3654 -2.2936 4.8679
C 6.8626 -2.3325 6.1659
C 8.0167 -3.0672 6.4375
C 8.6675 -3.7466 5.4048
C 8.1635 -3.6974 4.1042
C 7.0032 -2.9718 3.8351
H 6.3483 -1.7917 6.9537
H 8.4091 -3.1103 7.4505
H 9.5702 -4.3159 5.6162
H 8.6740 -4.2236 3.3013
H 6.5926 -2.9302 2.8317
```